*a*
A structure of composition C4H13N3. Source: the Open Molecules 2025 dataset; level of theory: the ωB97M-V functional and the def2-TZVPD basis.

- HOMO energy: -7.827 eV

Geometry as XYZ:
```
20
Properties=species:S:1:pos:R:3:lowdin_charge:R:1
N -1.54 -1.34 -1.44 0.010
N 1.67 -1.40 0.17 0.008
N 0.97 -0.56 -0.73 -0.160
C -2.24 -0.34 -1.06 -0.125
C 0.64 0.68 -0.22 -0.359
C -0.78 0.59 1.09 -0.056
C 1.74 1.42 0.49 -0.096
H 0.10 -1.02 -1.19 0.064
H -0.72 1.63 1.41 0.021
H -0.28 -0.03 1.84 0.021
H -2.03 0.63 -1.49 0.071
H 2.66 1.37 -0.09 0.079
H 2.11 -2.13 -0.39 0.071
H -3.16 -0.42 -0.47 0.075
H -1.89 -2.24 -1.09 0.064
H 0.15 1.28 -0.99 0.104
H 1.47 2.46 0.65 0.071
H 1.93 0.97 1.47 0.068
H 1.03 -1.85 0.82 0.064
H -1.82 0.31 1.21 0.005
```


*b*
An isolated molecule of C4H13N3. Source: the Open Molecules 2025 dataset; level of theory: the ωB97M-V functional and the def2-TZVPD basis.

- HOMO energy: -8.332 eV
- SMILES: CNCCNCN

Geometry as XYZ:
```
20
Properties=species:S:1:pos:R:3:lowdin_charge:R:1
N 0.86 -1.83 -0.20 -0.129
N -2.68 1.47 -0.06 0.000
N -0.22 1.27 -0.02 -0.081
C -1.40 2.00 0.38 -0.320
C 1.37 -0.58 0.38 -0.246
C 1.85 -2.54 -1.01 -0.147
C 0.27 0.29 0.94 -0.252
H -1.44 1.99 1.45 0.099
H 1.87 -2.29 -2.09 0.078
H -0.24 0.92 -0.97 0.102
H 0.03 -1.70 -0.75 0.090
H 2.10 -0.91 1.11 0.111
H -2.98 1.92 -0.92 0.056
H -1.30 3.01 -0.02 0.108
H 0.69 0.82 1.80 0.112
H 1.70 -3.58 -0.92 0.057
H -0.55 -0.30 1.39 0.117
H -2.68 0.48 -0.23 0.057
H 2.87 -2.31 -0.73 0.071
H 1.94 0.01 -0.35 0.114
```


*c*
A structure of composition C4H13N3. Source: the Open Molecules 2025 dataset; level of theory: the ωB97M-V functional and the def2-TZVPD basis.

- HOMO energy: -7.218 eV

Geometry as XYZ:
```
20
Properties=species:S:1:pos:R:3:lowdin_charge:R:1
N -2.02 -1.32 0.78 -0.035
N -0.04 -1.24 -0.89 0.114
N -0.92 0.60 0.21 0.012
C 0.56 -1.00 1.46 -0.034
C -0.34 -0.64 0.30 -0.631
C 0.38 1.71 -0.33 -0.152
C 1.27 1.35 -1.48 -0.152
H -1.29 0.96 1.08 0.089
H 1.61 -1.08 1.15 0.076
H -2.71 -1.33 0.02 -0.007
H 1.85 2.22 -1.82 0.074
H 0.47 -0.29 2.28 0.080
H 0.23 -1.97 1.84 0.076
H -0.54 -0.97 -1.73 0.103
H -0.29 2.53 -0.60 0.080
H 0.96 2.05 0.54 0.081
H -2.46 -1.16 1.69 -0.011
H 0.69 1.03 -2.35 0.065
H 0.57 -2.04 -0.93 0.105
H 2.01 0.59 -1.21 0.064
```


*d*
An isolated molecule of C4H13N3. Source: the Open Molecules 2025 dataset; level of theory: the ωB97M-V functional and the def2-TZVPD basis.

- HOMO energy: -9.014 eV
- SMILES: C[C@@H](N)CNCN

Geometry as XYZ:
```
20
Properties=species:S:1:pos:R:3:lowdin_charge:R:1
N 2.59 0.38 -1.29 0.008
N -2.11 -1.52 0.41 0.024
N 0.99 0.44 0.53 -0.067
C 0.01 -0.44 -0.09 -0.217
C -2.14 0.84 -0.05 -0.079
C 2.34 0.17 0.13 -0.341
C -1.36 -0.30 0.58 -0.475
H -1.18 -0.06 1.64 0.128
H 3.00 0.76 0.76 0.101
H 2.60 -0.87 0.37 0.111
H -3.03 -1.47 0.83 0.068
H -1.63 -2.33 0.79 0.067
H 0.78 1.41 0.35 0.103
H -3.13 1.01 0.37 0.069
H -1.65 1.82 0.08 0.077
H 0.38 -1.45 0.08 0.116
H -2.26 0.60 -1.10 0.077
H -0.11 -0.28 -1.16 0.114
H 2.51 1.34 -1.58 0.060
H 3.42 -0.05 -1.66 0.057
```


It is *d* that is the most stable of them.


*a*
A cluster of 4 separate species, C2H14NO3 in total. Source: the Open Molecules 2025 dataset; level of theory: the ωB97M-V functional and the def2-TZVPD basis.

- HOMO energy: -14.720 eV
- Total charge: +1

Geometry as XYZ:
```
20
Properties=species:S:1:pos:R:3:lowdin_charge:R:1
O 2.30 -1.00 -1.21 -0.036
O -1.85 -1.28 0.20 -0.173
O 0.64 -1.38 1.21 -0.059
N -1.00 1.58 -0.25 0.009
C -0.65 1.19 1.22 0.016
C 0.21 1.57 -1.18 -0.031
H -1.09 -1.64 0.91 0.099
H 0.54 0.46 -1.43 0.110
H -0.85 2.13 1.70 0.094
H 3.12 -1.19 -0.85 0.011
H -2.55 -1.94 0.51 0.083
H 0.13 1.95 -2.21 0.096
H 1.15 -1.45 0.41 0.009
H -1.36 2.47 -0.22 0.121
H 0.33 0.89 1.41 0.065
H 1.00 -2.11 1.77 0.106
H -1.56 0.76 -0.68 0.178
H -1.35 0.46 1.55 0.070
H 1.07 2.17 -0.73 0.124
H 2.32 -1.27 -2.17 0.109
```


*b*
A cluster of 4 separate species, C2H14NO3 in total. Source: the Open Molecules 2025 dataset; level of theory: the ωB97M-V functional and the def2-TZVPD basis.

- HOMO energy: -14.100 eV
- Total charge: +1

Geometry as XYZ:
```
20
Properties=species:S:1:pos:R:3:lowdin_charge:R:1
O -2.66 0.56 -2.96 -0.046
O -1.83 -1.69 -1.09 -0.072
O 1.16 4.29 -0.60 -0.072
N 0.29 -1.49 0.34 0.155
C 1.78 -0.72 2.18 -0.080
C 0.52 -0.42 1.36 -0.188
H 0.36 0.55 0.87 0.133
H -2.39 -1.16 -1.70 0.047
H 1.70 -1.56 2.87 0.093
H 0.63 4.35 0.21 0.036
H -2.45 0.44 -3.90 0.063
H 2.03 4.68 -0.44 0.036
H 2.12 0.12 2.79 0.094
H 2.64 -0.90 1.57 0.076
H 0.48 -1.10 -0.59 0.165
H -2.24 -2.53 -1.36 0.084
H 0.83 -2.33 0.61 0.174
H -0.70 -1.75 0.38 0.115
H -1.97 1.14 -2.64 0.048
H -0.31 -0.50 2.10 0.139
```


*c*
A cluster of 4 separate species, C2H14NO3 in total. Source: the Open Molecules 2025 dataset; level of theory: the ωB97M-V functional and the def2-TZVPD basis.

- HOMO energy: -15.246 eV
- Total charge: +1

Geometry as XYZ:
```
20
Properties=species:S:1:pos:R:3:lowdin_charge:R:1
O 1.09 1.54 1.57 -0.046
O -1.48 1.83 0.48 -0.047
O 2.56 -0.74 0.34 -0.026
N -0.17 -0.55 -0.35 -0.065
C -1.28 -1.44 -0.02 -0.030
C -0.01 -0.32 -1.84 0.023
H -1.07 -2.43 -0.42 0.113
H -0.26 0.39 0.06 0.093
H -1.02 -0.22 -2.22 0.101
H 0.74 -0.88 0.00 0.106
H -1.74 2.36 1.25 0.088
H -1.31 -1.63 1.05 0.109
H 0.51 -1.14 -2.33 0.105
H 0.57 2.08 0.96 0.021
H 3.28 -0.81 -0.27 0.058
H 0.65 0.55 -1.91 0.107
H 0.61 1.80 2.36 0.052
H 2.87 -0.56 1.23 0.067
H -2.27 -1.14 -0.36 0.103
H -2.28 1.30 0.41 0.066
```


It is *c* that is the most stable of them.


*a*
An isolated molecule of C4H5IN2O. Source: the Open Molecules 2025 dataset; level of theory: the ωB97M-V functional and the def2-TZVPD basis.

- HOMO energy: -8.590 eV

Geometry as XYZ:
```
13
Properties=species:S:1:pos:R:3:lowdin_charge:R:1
I -2.90 0.24 -1.24 0.911
O 2.53 1.22 -0.77 0.036
N -0.32 0.08 0.97 -0.086
N 1.00 0.27 0.72 -0.031
C 0.21 1.21 -1.35 -0.099
C -0.77 -1.40 0.95 -0.125
C 1.40 0.88 -0.45 -0.476
C -0.88 0.66 -0.98 -0.594
H -1.10 -1.56 -0.01 -0.028
H 1.61 0.15 1.57 0.190
H 0.41 1.83 -2.30 0.154
H 0.16 -1.99 1.07 0.079
H -1.37 -1.59 1.83 0.068
```


*b*
A structure of composition C4H5IN2O. Source: the Open Molecules 2025 dataset; level of theory: the ωB97M-V functional and the def2-TZVPD basis.

- HOMO energy: -8.487 eV

Geometry as XYZ:
```
13
Properties=species:S:1:pos:R:3:lowdin_charge:R:1
I 1.02 -1.80 1.83 0.762
O -1.43 1.56 1.31 0.158
N 1.91 1.78 1.57 0.181
N -2.38 -0.50 0.99 0.200
C 1.08 -0.21 0.30 -0.671
C -1.78 0.47 1.27 -0.499
C 0.66 -0.48 -1.12 -0.124
C 1.35 0.93 0.91 -0.337
H 0.31 0.41 -1.50 0.058
H 0.10 -1.34 -1.15 0.034
H 1.32 2.26 2.16 0.038
H -2.93 -1.16 1.55 0.110
H 1.60 -0.67 -1.68 0.088
```


It is *b* that is the most stable of them.


*a*
An isolated molecule of CH2N4O. Source: the Open Molecules 2025 dataset; level of theory: the ωB97M-V functional and the def2-TZVPD basis.

- HOMO energy: -8.744 eV

Geometry as XYZ:
```
8
Properties=species:S:1:pos:R:3:lowdin_charge:R:1
O 1.82 -0.11 0.28 -0.055
N -1.43 0.76 -0.46 0.077
N 1.18 -1.19 0.58 0.089
N 1.03 0.91 -0.19 0.111
N -0.05 -0.91 0.32 0.108
C -0.24 0.40 -0.18 -0.536
H -1.50 1.71 -0.81 0.034
H -0.80 -1.57 0.47 0.172
```


*b*
An isolated molecule of CH2N4O. Source: the Open Molecules 2025 dataset; level of theory: the ωB97M-V functional and the def2-TZVPD basis.

- HOMO energy: -10.339 eV
- SMILES: [H]/N=c1\[nH]nno1

Geometry as XYZ:
```
8
Properties=species:S:1:pos:R:3:lowdin_charge:R:1
O 0.28 0.84 -1.12 -0.046
N 0.07 0.27 0.84 0.006
N -0.63 1.54 0.83 0.042
N -0.37 1.96 -0.35 0.081
N 0.48 -1.42 -1.02 0.134
C 0.17 -0.35 -0.41 -0.549
H 0.24 -2.32 -0.42 0.113
H -0.25 -0.51 1.65 0.219
```


*c*
An isolated molecule of CH2N4O. Source: the Open Molecules 2025 dataset; level of theory: the ωB97M-V functional and the def2-TZVPD basis.

- HOMO energy: -9.781 eV
- SMILES: [H]/N=c1\nn[nH]o1

Geometry as XYZ:
```
8
Properties=species:S:1:pos:R:3:lowdin_charge:R:1
O -0.25 0.41 0.87 0.027
N 0.22 -0.21 -1.12 0.109
N -0.02 1.47 0.17 -0.026
N 0.30 1.00 -0.96 -0.039
N -0.17 -2.00 0.67 0.131
C -0.11 -0.76 0.20 -0.392
H 0.65 2.13 0.51 0.174
H -0.32 -2.67 -0.04 0.016
```


It is *a* that is the most stable of them.


*a*
The ion H4N2O2P with charge -1. Source: the Open Molecules 2025 dataset; level of theory: the ωB97M-V functional and the def2-TZVPD basis.

- HOMO energy: -4.077 eV
- SMILES: NN[P@H](=O)[O-]
- Total charge: -1

Geometry as XYZ:
```
9
Properties=species:S:1:pos:R:3:lowdin_charge:R:1
P -0.11 1.12 -0.21 0.179
O 0.64 2.15 0.50 -0.436
O 0.39 0.60 -1.51 -0.496
N -0.29 -0.32 0.77 -0.273
N 0.55 -1.43 0.30 -0.118
H -0.99 -0.74 1.39 0.051
H 1.38 -0.99 -0.16 0.053
H -1.61 1.55 -0.65 0.003
H 0.04 -1.95 -0.43 0.038
```


*b*
A cluster of 2 separate species, H4N2O2P in total. Source: the Open Molecules 2025 dataset; level of theory: the ωB97M-V functional and the def2-TZVPD basis.

- HOMO energy (spin up / spin down): -2.739 / -1.680 eV
- Total charge: -1

Geometry as XYZ:
```
9
Properties=species:S:1:pos:R:3:lowdin_charge:R:1
P -1.25 -0.19 -0.10 0.552
O 1.18 0.16 -1.81 -0.189
O -0.85 -1.48 -0.79 -0.669
N 0.12 0.62 2.20 -0.170
N -0.11 -0.20 1.20 -0.467
H -0.57 1.39 2.27 -0.039
H 1.58 0.34 -0.88 0.055
H 0.25 -1.13 1.26 0.045
H 0.33 -0.19 -1.50 -0.118
```


It is *a* that is the most stable of them.


*a*
The ion H4N2O2P with charge -1. Source: the Open Molecules 2025 dataset; level of theory: the ωB97M-V functional and the def2-TZVPD basis.

- HOMO energy (spin up / spin down): -4.005 / -4.238 eV
- Total charge: -1

Geometry as XYZ:
```
9
Properties=species:S:1:pos:R:3:lowdin_charge:R:1
P -1.41 0.00 0.15 0.020
O -2.76 0.58 -0.19 -0.472
O -1.20 -1.50 -0.03 -0.476
N -0.05 1.07 -0.01 -0.204
N 1.01 0.26 0.32 -0.161
H -1.46 -0.12 1.67 0.015
H 1.65 0.01 -0.44 0.060
H 0.71 -0.66 0.80 0.069
H -1.13 0.00 -1.53 0.150
```


*b*
A cluster of 2 separate species, H4N2O2P in total. Source: the Open Molecules 2025 dataset; level of theory: the ωB97M-V functional and the def2-TZVPD basis.

- HOMO energy (spin up / spin down): -4.123 / -4.124 eV
- Total charge: -1

Geometry as XYZ:
```
9
Properties=species:S:1:pos:R:3:lowdin_charge:R:1
P 1.11 -0.01 -0.22 0.124
O 2.25 0.81 0.24 -0.457
O 0.97 -1.44 0.17 -0.468
N -1.38 -0.11 -0.25 -0.162
N -0.42 0.77 0.01 -0.290
H -0.13 0.84 1.71 0.126
H -1.10 -1.08 -0.09 0.053
H -2.31 0.15 0.09 0.072
H 1.02 0.07 -1.64 0.002
```


It is *b* that is the most stable of them.


*a*
A cluster of 2 separate species, C3H9O3 in total. Source: the Open Molecules 2025 dataset; level of theory: the ωB97M-V functional and the def2-TZVPD basis.

- HOMO energy: -2.830 eV
- Total charge: -1

Geometry as XYZ:
```
15
Properties=species:S:1:pos:R:3:lowdin_charge:R:1
O -0.71 1.20 -1.07 -0.131
O 1.08 -1.18 2.14 -0.296
O -2.57 -0.87 0.03 -0.146
C 0.57 -0.89 0.98 -0.569
C 1.14 0.40 0.31 -0.204
C 0.66 0.68 -1.10 -0.257
H -0.92 1.35 -0.15 0.057
H 0.60 -0.25 -1.65 0.100
H 0.47 -1.67 0.18 0.097
H -1.69 -0.67 0.48 -0.036
H 1.18 1.46 -1.65 0.096
H -0.61 -0.66 1.10 0.075
H -2.38 -0.42 -0.82 0.007
H 2.23 0.23 0.31 0.101
H 0.95 1.29 0.91 0.104
```


*b*
A cluster of 2 separate species, C3H9O3 in total. Source: the Open Molecules 2025 dataset; level of theory: the ωB97M-V functional and the def2-TZVPD basis.

- HOMO energy: -2.549 eV
- Total charge: -1

Geometry as XYZ:
```
15
Properties=species:S:1:pos:R:3:lowdin_charge:R:1
O -0.77 -2.71 -1.26 -0.069
O -2.03 -0.30 -0.13 -0.124
O 2.40 1.28 1.25 -0.355
C 0.25 0.45 0.62 -0.219
C -0.80 0.44 -0.48 -0.280
C 1.48 1.37 0.31 -0.595
H -0.34 -0.08 -1.32 0.099
H -2.27 0.18 0.67 0.067
H 1.00 2.41 0.19 0.080
H 0.67 -0.55 0.75 0.096
H -1.11 1.45 -0.77 0.109
H -0.19 0.77 1.57 0.101
H 0.02 -2.34 -0.88 0.008
H -1.37 -1.96 -1.11 0.003
H 1.81 1.10 -0.74 0.081
```


It is *b* that is the most stable of them.


*a*
The ion C3H9N2S with charge -1. Source: the Open Molecules 2025 dataset; level of theory: the ωB97M-V functional and the def2-TZVPD basis.

- HOMO energy: -2.254 eV
- SMILES: NCNCC[S-]
- Total charge: -1

Geometry as XYZ:
```
15
Properties=species:S:1:pos:R:3:lowdin_charge:R:1
S 0.38 -0.43 -2.83 -0.007
N 0.16 -0.39 1.36 -0.117
N -0.28 1.24 3.18 -0.015
C -0.05 -0.97 0.02 -0.344
C 0.14 0.10 -1.06 -0.813
C -0.69 0.71 1.82 -0.319
H -0.40 1.50 1.11 0.101
H 0.13 -1.16 2.03 0.087
H 0.78 -1.70 -0.11 0.103
H -1.74 0.46 1.84 0.100
H -1.03 -1.40 -0.21 0.090
H 1.10 0.57 -0.77 0.029
H -0.60 0.90 -1.00 0.020
H 0.72 1.24 2.96 0.050
H -0.61 0.55 3.84 0.035
```


*b*
The ion C3H9N2S with charge -1. Source: the Open Molecules 2025 dataset; level of theory: the ωB97M-V functional and the def2-TZVPD basis.

- HOMO energy: -2.482 eV
- SMILES: NCNCC[S-]
- Total charge: -1

Geometry as XYZ:
```
15
Properties=species:S:1:pos:R:3:lowdin_charge:R:1
S -2.77 -0.39 1.91 0.063
N 0.31 -0.60 -0.96 -0.128
N 1.57 1.19 0.09 0.005
C -1.09 -0.57 1.28 -0.847
C -1.04 -0.38 -0.31 -0.332
C 1.16 0.59 -1.13 -0.382
H 0.37 1.19 -1.65 0.106
H -1.81 -1.02 -0.86 0.096
H -0.72 -1.67 1.51 0.057
H 2.02 0.42 0.60 0.073
H -1.27 0.67 -0.57 0.081
H -0.26 0.00 1.66 -0.007
H 1.98 0.44 -1.84 0.094
H 0.71 1.35 0.55 0.029
H 0.83 -1.23 -0.28 0.091
```


It is *a* that is the most stable of them.